# 1
{
  "formula": "C56H50FNO9PbS3Si",
  "method": "ωB97M-V/def2-TZVPD",
  "total_energy_ev": -127153.708,
  "relative_energy_kj_mol": 259.47,
  "lumo_energy_ev": 3.5,
  "homo_lumo_gap_ha": 0.211,
  "total_charge": -2,
  "elements": ["Pb", "C", "C", "C", "C", "C", "C", "C", "S", "O", "C", "C", "C", "C", "C", "C", "C", "C", "C", "C", "C", "C", "C", "C", "C", "C", "C", "C", "C", "C", "S", "O", "C", "C", "C", "C", "C", "C", "C", "H", "H", "H", "H", "H", "H", "H", "H", "H", "H", "H", "H", "H", "H", "H", "H", "H", "H", "H", "H", "H", "H", "H", "H", "H", "H", "C", "Si", "C", "C", "C", "C", "C", "C", "N", "C", "S", "H", "H", "H", "H", "H", "H", "H", "H", "H", "H", "H", "H", "O", "H", "H", "F", "O", "C", "C", "C", "C", "C", "C", "C", "O", "O", "H", "H", "H", "H", "H", "O", "C", "C", "C", "C", "C", "C", "C", "O", "O", "H", "H", "H", "H", "H"],
  "positions_angstrom": [[-1.720439, 0.122131, 1.225904], [6.047065, 5.511787, -1.943061], [5.259302, 4.411728, -1.333525], [3.858271, 4.524291, -1.079924], [3.122130, 3.433093, -0.632252], [3.781012, 2.205026, -0.458655], [5.163545, 2.105933, -0.521590], [5.909648, 3.223775, -0.988911], [2.794184, 0.709210, -0.128121], [3.578324, -0.522009, -0.431166], [2.375512, 0.852582, 1.586301], [1.379473, 1.820364, 1.817364], [1.016470, 2.158652, 3.112264], [1.650454, 1.524155, 4.197379], [1.469416, 1.959511, 5.517015], [2.202540, 1.471435, 6.546407], [3.007002, 0.310663, 6.344568], [3.140844, -0.197486, 5.068848], [2.563460, 0.446254, 3.935556], [2.878350, 0.112051, 2.606892], [3.736046, -1.095099, 2.356534], [5.137209, -0.911969, 2.247790], [5.755074, 0.316135, 2.553453], [7.099294, 0.508895, 2.384789], [7.904206, -0.542386, 1.911300], [7.347440, -1.800869, 1.714603], [5.983031, -2.015788, 1.870989], [5.403573, -3.314996, 1.853066], [4.067895, -3.460068, 2.129262], [3.208575, -2.357130, 2.206427], [1.460174, -2.665827, 2.335136], [1.304561, -3.561749, 3.480707], [1.113508, -3.724830, 0.935790], [-0.080540, -4.498556, 1.017387], [-0.434112, -5.344989, -0.035660], [0.399080, -5.492871, -1.163846], [-0.006927, -6.407475, -2.267281], [1.633593, -4.814313, -1.178156], [1.941249, -3.886623, -0.177921], [6.635606, 6.046762, -1.173123], [5.431124, 6.272156, -2.472136], [6.869742, 5.164879, -2.590762], [3.385083, 5.506548, -1.259721], [2.056581, 3.470745, -0.587662], [5.676132, 1.188694, -0.270128], [6.958559, 3.082834, -1.185894], [0.873411, 2.320279, 0.992151], [0.314413, 2.986942, 3.290747], [0.779172, 2.803227, 5.643735], [2.083676, 1.924899, 7.562611], [3.545420, -0.173115, 7.159142], [3.779093, -1.084603, 4.952597], [5.198245, 1.109129, 3.024738], [7.611332, 1.465994, 2.565251], [8.931015, -0.306581, 1.632000], [7.951894, -2.629224, 1.337185], [5.989100, -4.196200, 1.715186], [3.687406, -4.468249, 2.222761], [-0.741161, -4.398935, 1.891764], [-1.332308, -5.953908, -0.020902], [-1.055186, -6.708891, -2.217417], [0.574981, -7.326435, -2.282885], [0.136649, -5.974169, -3.254482], [2.283584, -4.924696, -2.029330], [2.787237, -3.250178, -0.369362], [-2.258353, 0.629903, -5.267368], [-2.901168, 2.392022, -4.849829], [-1.725564, 3.700113, -5.620938], [-4.669385, 2.635624, -5.445403], [-2.825882, 2.619488, -2.999179], [-3.837030, 3.285889, -2.311962], [-3.654702, 3.695107, -0.978625], [-2.471537, 3.359068, -0.389045], [-1.487545, 2.670070, -1.029465], [-1.570337, 2.350295, -2.336170], [-0.178037, 1.674426, -3.190893], [-2.715142, 0.165310, -6.149025], [-2.205164, -0.020681, -4.392800], [-1.189868, 0.747363, -5.544302], [-1.399156, 3.499181, -6.645542], [-0.856761, 3.770104, -4.976261], [-2.202385, 4.685057, -5.630658], [-4.804469, 2.706232, -6.517708], [-5.055944, 3.580817, -5.031902], [-5.342328, 1.835680, -5.109987], [-4.791760, 3.472105, -2.792555], [-4.424237, 4.242581, -0.428975], [-2.231163, 3.632104, 0.628046], [-0.266218, -0.938853, -0.974726], [0.374978, -1.667533, -1.020872], [-0.142437, -0.416898, -1.793673], [-1.280268, -0.542923, 3.152623], [-3.895465, -0.531225, -2.014957], [-3.928414, -1.881134, -2.201687], [-4.138615, -2.346188, -3.509198], [-4.143951, -3.740337, -3.736404], [-4.084379, -4.633964, -2.670948], [-3.902282, -4.154620, -1.381283], [-3.757933, -2.803983, -1.112668], [-3.499089, -2.371260, 0.357946], [-3.164245, -3.256617, 1.155197], [-3.690926, -1.115120, 0.609761], [-3.883949, -0.048150, -2.888059], [-4.341490, -1.644024, -4.292601], [-4.131451, -4.149240, -4.763968], [-4.174906, -5.711529, -2.774094], [-4.020453, -4.821951, -0.556649], [-4.896539, 1.147703, 0.127616], [-5.543498, 0.775773, 1.288380], [-6.575999, -0.194743, 1.227683], [-7.437891, -0.329844, 2.289356], [-7.335348, 0.423811, 3.428094], [-6.280314, 1.309947, 3.574099], [-5.288590, 1.408943, 2.566626], [-3.994653, 2.166955, 2.889776], [-4.093939, 3.000457, 3.792432], [-2.874610, 1.902195, 2.297032], [-4.418828, 0.282236, -0.170810], [-6.714635, -0.803920, 0.322134], [-8.278628, -1.043162, 2.216555], [-8.053514, 0.340956, 4.264553], [-6.203880, 1.999893, 4.421537]],
  "forces_ev_per_a": [[-0.531, 0.772, 0.129], [0.881, 1.332, -0.014], [-0.877, -0.858, 0.544], [0.970, 0.340, -0.086], [0.981, -0.404, -0.859], [0.432, -0.085, 1.291], [0.297, 1.204, -0.634], [-1.492, -0.849, 0.078], [-1.364, -0.120, -1.662], [0.550, 0.283, 0.436], [-0.103, 0.661, -0.046], [-0.587, 0.787, 0.953], [0.221, 0.282, -0.912], [0.669, -0.821, -0.621], [-0.422, 1.201, -0.002], [-0.086, -0.451, 1.436], [-0.081, 0.327, -0.714], [0.585, -0.232, 0.482], [-0.852, 0.505, 1.098], [0.407, -1.179, -0.047], [-0.400, 0.155, -0.357], [0.986, -0.692, 0.053], [0.235, 0.354, 0.362], [0.698, 0.050, -0.263], [-0.333, -0.527, -0.477], [1.290, 0.706, -0.629], [-1.203, 0.261, 0.830], [-1.017, 0.662, 0.435], [1.028, -0.664, -0.739], [0.395, 0.258, 0.162], [-0.870, 1.376, -0.424], [-0.065, -0.927, 1.355], [-0.268, -1.127, -0.853], [0.311, 0.482, 0.163], [0.840, 0.188, -0.339], [0.499, 0.305, 1.088], [-0.167, -0.434, -0.585], [-1.419, 0.252, 0.255], [-0.366, -0.172, -0.367], [-0.503, 0.028, -0.022], [0.388, -0.618, 0.271], [-0.663, -0.157, -0.163], [0.111, -0.748, 0.014], [-0.595, 0.107, 0.119], [-0.128, -0.193, -0.106], [0.315, 0.158, 0.075], [0.173, -0.148, -0.034], [0.150, -0.647, -0.099], [0.273, -0.372, 0.173], [0.183, -0.563, -0.984], [-0.240, 0.195, -0.105], [-0.358, 0.408, -0.197], [-0.422, 0.159, -0.255], [-0.626, -0.358, 0.090], [-0.087, -0.383, 0.284], [-0.035, 0.225, 0.232], [0.548, -0.339, -0.122], [-0.343, 0.045, -0.106], [0.375, -0.010, -0.492], [-0.117, 0.354, 0.253], [0.019, 0.164, 0.194], [0.192, -0.176, 0.185], [0.038, 0.290, -0.056], [0.201, 0.044, -0.178], [0.401, 0.147, 0.401], [0.620, 0.645, -0.840], [1.250, -0.688, -0.143], [-0.760, -0.025, -0.038], [-0.451, 0.268, 0.356], [0.201, 0.310, -0.294], [0.382, -0.166, 0.630], [-0.726, 0.244, -0.638], [1.263, -0.693, -0.794], [0.313, 0.385, 0.470], [-0.764, 0.271, 0.421], [-0.387, 0.274, 0.864], [-0.411, -0.169, 0.262], [-0.291, -0.107, -0.130], [-0.607, 0.058, 0.207], [-0.033, -0.186, 0.072], [0.207, -0.132, 0.067], [-0.110, 0.020, 0.023], [0.243, -0.028, -0.375], [0.041, -0.226, -0.061], [0.163, 0.088, 0.110], [0.035, 0.082, -0.066], [0.230, -0.277, -0.183], [-0.185, -0.096, 0.159], [0.434, -0.581, -0.220], [-0.266, 0.265, -0.056], [-0.044, 0.296, 0.145], [0.204, -0.290, 0.294], [0.114, 0.332, -0.734], [0.104, -0.322, -0.119], [0.139, -1.736, 0.989], [0.176, 0.186, -0.474], [0.174, 0.143, 0.070], [-0.579, 0.559, -0.488], [-0.201, 1.320, -0.066], [-0.347, -0.354, -0.270], [-0.123, 0.863, -0.618], [0.658, -1.097, 0.032], [0.066, -0.747, 1.300], [0.218, 0.243, -0.413], [-0.377, 0.438, 0.575], [0.020, 0.139, -0.422], [0.492, -0.306, 0.547], [0.809, -2.044, 0.748], [-0.462, 0.228, 1.102], [0.618, 0.742, -0.526], [-1.161, -1.325, -0.305], [-0.137, 0.867, 1.436], [0.811, 0.207, -0.722], [-0.297, -0.541, -1.574], [0.339, 0.405, 0.174], [0.028, 0.223, 0.030], [-0.968, -0.442, -0.129], [-0.869, 1.538, 0.267], [0.138, 0.477, 0.358], [0.549, 0.280, -0.037], [0.271, -0.050, -0.693], [0.226, -0.576, -0.172]]
}

# 2
{
  "formula": "C31H33N4O4RbS6",
  "method": "ωB97M-V/def2-TZVPD",
  "total_energy_ev": -112503.755,
  "relative_energy_kj_mol": 132.37,
  "lumo_energy_ev": 3.7,
  "homo_lumo_gap_ha": 0.206,
  "total_charge": -2,
  "elements": ["Rb", "C", "C", "S", "C", "C", "S", "C", "C", "S", "H", "H", "H", "H", "H", "H", "H", "H", "H", "H", "H", "H", "N", "C", "C", "C", "C", "C", "C", "C", "C", "N", "C", "H", "H", "H", "H", "H", "H", "H", "H", "S", "C", "N", "C", "C", "C", "C", "C", "C", "S", "H", "H", "H", "H", "C", "C", "C", "C", "C", "C", "C", "S", "O", "O", "N", "C", "C", "O", "O", "H", "H", "H", "H", "H", "H", "H", "H", "H"],
  "positions_angstrom": [[-0.219725, 0.038024, 0.874173], [0.667386, -4.180435, -0.234447], [0.946111, -4.284793, 1.251519], [1.115951, -2.624083, 1.998213], [2.602169, -2.801854, 3.045589], [3.910602, -3.075556, 2.322905], [4.175404, -1.923326, 0.918595], [4.557420, -3.095200, -0.432511], [3.484629, -4.110121, -0.785498], [1.900532, -3.282914, -1.222639], [0.530681, -5.172991, -0.671583], [-0.240032, -3.579005, -0.375353], [0.087877, -4.765078, 1.727039], [1.846154, -4.858063, 1.480183], [2.654861, -1.825093, 3.526320], [2.423268, -3.570162, 3.802561], [4.745107, -2.936294, 3.014567], [3.949433, -4.086913, 1.923282], [4.713093, -2.434922, -1.283551], [5.495434, -3.602357, -0.190134], [3.819534, -4.687114, -1.651048], [3.293862, -4.806007, 0.026976], [-0.489217, -0.254679, -2.913650], [0.343248, -0.204625, -3.965030], [-0.058151, -0.449414, -5.275709], [0.816026, -0.276118, -6.345050], [2.127407, 0.081948, -6.152733], [2.604604, 0.273017, -4.844170], [3.956689, 0.542107, -4.547008], [4.346159, 0.701485, -3.245560], [3.380760, 0.599555, -2.226832], [2.121331, 0.345834, -2.470492], [1.714720, 0.166999, -3.740638], [-1.306788, -0.860179, -2.892379], [-0.038251, -0.147844, -2.012556], [-1.070444, -0.780989, -5.448897], [0.455751, -0.431896, -7.353856], [2.813547, 0.197044, -6.983167], [4.670475, 0.603552, -5.360854], [5.378798, 0.888565, -2.990664], [3.659488, 0.725008, -1.186287], [4.113073, 2.131236, 1.713303], [2.943617, 1.945308, 2.854455], [2.087896, 0.983775, 2.999320], [1.271359, 1.120858, 4.072218], [0.270823, 0.228861, 4.454091], [-0.485086, 0.499591, 5.578270], [-0.270499, 1.646426, 6.332727], [0.725016, 2.543416, 5.980357], [1.490358, 2.277427, 4.863702], [2.789555, 3.217691, 4.200017], [0.091599, -0.659511, 3.858773], [-1.272290, -0.185319, 5.861435], [-0.891643, 1.845679, 7.196891], [0.893914, 3.444103, 6.554262], [-6.914213, 5.165682, -1.440068], [-5.897617, 4.313414, -0.729086], [-4.554993, 4.350060, -1.096344], [-3.628921, 3.535580, -0.474169], [-4.021626, 2.670541, 0.535471], [-5.349497, 2.651680, 0.928565], [-6.277393, 3.469980, 0.309554], [-2.849650, 1.403705, 1.085701], [-3.491319, 0.705842, 2.192910], [-1.641915, 2.148308, 1.424249], [-2.618276, 0.595084, -0.221528], [-3.302516, -0.653608, -0.374957], [-2.243517, -1.763853, -0.573501], [-2.114032, -2.227485, -1.726074], [-1.574628, -2.110217, 0.422281], [-6.509233, 5.548199, -2.375623], [-7.213803, 6.014409, -0.822010], [-7.809478, 4.587015, -1.666100], [-4.235845, 5.027210, -1.879563], [-2.589535, 3.541442, -0.762182], [-5.631076, 1.983396, 1.727780], [-7.310232, 3.457565, 0.638539], [-3.953291, -0.623778, -1.264118], [-3.910988, -0.884827, 0.510826]],
  "forces_ev_per_a": [[2.197, 0.045, 0.265], [0.243, 0.040, -0.360], [-0.106, 0.475, 0.270], [0.343, -0.549, 0.459], [-0.466, 0.054, -0.334], [0.173, 0.434, -0.519], [0.164, -0.287, -0.033], [-0.078, 0.211, 0.576], [-0.623, 0.301, -0.273], [0.212, -0.213, 0.017], [-0.120, -0.006, 0.097], [0.007, -0.165, -0.075], [0.099, -0.111, -0.032], [-0.049, -0.030, 0.016], [-0.004, 0.029, 0.139], [0.036, 0.091, 0.065], [-0.068, -0.165, 0.037], [0.016, -0.110, 0.075], [0.169, 0.035, -0.104], [0.033, -0.010, -0.182], [0.021, -0.069, 0.062], [0.054, -0.062, 0.067], [0.020, 0.005, 0.441], [-0.037, 0.108, -0.314], [-0.144, -0.058, 0.408], [0.432, 0.038, -0.133], [-0.052, -0.070, -0.389], [-0.236, -0.015, 0.407], [0.036, 0.062, 0.213], [0.060, -0.066, -0.289], [-0.079, 0.007, 0.153], [-0.158, -0.012, 0.400], [0.393, -0.053, -0.574], [0.048, -0.028, 0.053], [-0.107, -0.070, -0.325], [-0.162, 0.048, -0.030], [-0.061, -0.060, -0.048], [-0.024, -0.005, -0.058], [0.029, 0.031, -0.012], [0.073, 0.052, 0.057], [0.020, 0.052, 0.095], [0.985, 0.266, -0.976], [-0.120, 0.621, 0.969], [-0.199, -0.739, -0.593], [-0.207, 0.516, 0.873], [0.127, -0.016, -0.171], [-0.171, -0.065, 0.080], [-0.139, -0.021, 0.217], [-0.043, -0.010, -0.015], [0.024, 0.056, -0.004], [-0.146, -0.739, -0.560], [-0.020, -0.025, 0.060], [-0.067, -0.037, 0.007], [-0.024, -0.002, 0.033], [-0.008, 0.052, 0.083], [0.045, -0.016, 0.116], [-0.040, -0.007, 0.019], [-0.084, 0.053, 0.064], [0.176, 0.021, 0.129], [-0.047, -0.281, 0.094], [0.225, -0.135, 0.275], [-0.022, 0.196, -0.159], [-0.932, 0.657, -0.671], [-0.027, 0.132, -0.215], [-0.387, 0.425, 0.076], [0.083, 0.831, 0.837], [-0.453, -0.573, -0.187], [-0.982, -0.209, -0.454], [0.052, -0.173, -0.556], [0.086, -0.409, 0.611], [-0.016, 0.056, -0.039], [-0.044, 0.074, -0.026], [-0.075, 0.009, -0.035], [0.008, -0.014, -0.090], [0.125, 0.024, -0.131], [-0.091, -0.110, 0.076], [-0.078, -0.053, -0.040], [0.134, -0.097, 0.144], [0.053, -0.162, -0.130]]
}